{
  "formula": "C4H13O4",
  "method": "wB97M-V/def2-TZVPD",
  "largest_force_ev_per_a": 2.9,
  "charge": -1,
  "gap_ha": 0.289,
  "energy_ha": -461.175226,
  "mol_weight_g_mol": 125.14,
  "lumo_energy_ev": 3.6,
  "e_above_lowest_kcal_mol": 23.41,
  "species": ["C", "O", "C", "C", "C", "O", "H", "H", "H", "H", "H", "H", "H", "H", "H", "H", "H", "O", "H", "H", "O"],
  "coordinates": [[1.09192, 1.91909, 0.47742], [1.35200, 2.13619, -0.87093], [-0.33918, 1.35459, 0.83708], [-0.62919, -0.17579, 0.55701], [0.21246, -1.07594, 1.47018], [-0.59546, -0.66453, -0.76989], [1.19927, 2.90902, 0.93722], [1.83477, 1.31025, 1.04375], [-0.33890, 1.36370, 1.92942], [-1.06807, 2.00897, 0.35695], [-1.69281, -0.34926, 0.77780], [-0.26293, -1.24991, 2.43278], [1.16514, -0.64084, 1.76897], [0.31237, -2.04051, 0.99249], [0.27712, -0.38930, -1.31586], [1.03913, 0.44834, -3.09476], [1.49431, 1.25552, -1.42960], [1.70298, 0.29565, -2.41466], [-1.66505, -2.31256, -1.30413], [-2.90164, -2.98824, -0.87284], [-2.18825, -3.11443, -1.50841]],
  "mulliken_charge": [-0.59, -0.58, -0.67, 0.39, -1.29, -0.57, 0.33, 0.24, 0.33, 0.30, 0.22, 0.38, 0.24, 0.36, 0.37, 0.21, 0.39, -1.06, 0.37, 0.30, -0.67]
}



{
  "formula": "C4H14BrN4O4Pt",
  "method": "wB97M-V/def2-TZVPD",
  "largest_force_ev_per_a": 4.8,
  "charge": 1,
  "gap_ha": [0.186, 0.101],
  "energy_ha": -3373.646305,
  "multiplicity": 3,
  "mol_weight_g_mol": 457.16,
  "lumo_energy_ev": [-7.4, -9.3],
  "e_above_lowest_kcal_mol": 67.67,
  "species": ["Pt", "Br", "C", "O", "N", "N", "H", "H", "H", "H", "C", "O", "N", "N", "H", "H", "H", "H", "C", "C", "O", "O", "H", "H", "H", "H", "H", "H"],
  "coordinates": [[2.24670, -12.30623, -9.02159], [0.57712, -13.35250, -10.94330], [1.83281, -17.30506, -9.71641], [2.90193, -16.75597, -9.47203], [0.64134, -16.75752, -9.55495], [1.71977, -18.62045, -9.70639], [-0.22763, -17.26172, -9.65872], [0.52794, -15.75408, -9.53632], [0.83891, -19.02463, -9.99068], [2.56530, -19.16374, -9.60629], [-2.68467, -11.23819, -8.59467], [-1.67997, -10.85906, -7.94062], [-2.67313, -11.82794, -9.75979], [-3.93524, -11.11116, -8.26141], [-3.57429, -12.08894, -10.13382], [-1.87211, -12.26333, -10.19441], [-4.02844, -10.64800, -7.36872], [-4.58641, -11.06419, -9.03205], [-0.20687, -13.78507, -15.31541], [-1.57516, -13.26895, -15.72355], [-1.57613, -12.20281, -16.55790], [0.31658, -12.98737, -14.30584], [0.48497, -13.80385, -16.15750], [-0.21286, -14.75532, -14.81874], [-2.07290, -12.88208, -14.83434], [-2.09452, -14.19923, -15.95365], [-1.88543, -12.44890, -17.43276], [-0.00911, -13.20130, -13.42848]],
  "mulliken_charge": [1.10, -0.40, 0.76, -0.62, -0.28, -0.41, 0.18, 0.11, 0.18, 0.23, 0.65, -0.65, -0.25, -0.42, 0.17, 0.14, 0.25, 0.21, -0.31, -0.29, -0.49, -0.43, 0.26, 0.26, 0.20, 0.36, 0.33, 0.15]
}



{
  "formula": "C4H14IO2SSi2",
  "method": "wB97M-V/def2-TZVPD",
  "largest_force_ev_per_a": 3.2,
  "charge": -1,
  "gap_ha": 0.207,
  "energy_ha": -1586.271280,
  "mol_weight_g_mol": 309.30,
  "lumo_energy_ev": 2.9,
  "species": ["O", "C", "C", "C", "C", "Si", "O", "Si", "S", "H", "H", "H", "H", "H", "H", "H", "H", "H", "H", "H", "H", "H", "H", "I"],
  "coordinates": [[3.63275, -1.40151, 0.08248], [2.76924, -0.37453, 0.58608], [1.93954, 0.28982, -0.55837], [1.03076, 1.37338, 0.10222], [-0.40887, 1.49809, -0.55995], [-1.71893, 1.42320, 0.79231], [-2.33308, -0.07617, 1.22857], [-1.82860, -1.45354, 0.37784], [-3.49219, -2.27929, -0.71204], [3.11031, -1.85267, -0.59592], [2.07104, -0.80924, 1.33368], [3.41891, 0.36165, 1.09371], [1.39025, -0.49398, -1.10257], [2.68629, 0.81739, -1.17907], [0.89560, 1.18795, 1.18264], [1.54436, 2.34657, 0.00117], [-0.44867, 2.52936, -0.97297], [-0.54516, 0.82698, -1.42215], [-2.82108, 2.34943, 0.43493], [-1.11755, 2.02077, 2.01300], [-1.46938, -2.46726, 1.40082], [-0.64212, -1.28919, -0.46145], [-4.43148, -2.41650, 0.33572], [-3.23194, -2.11071, -3.40067]],
  "mulliken_charge": [-0.52, -0.43, -0.62, -0.57, -0.90, 0.34, -0.11, 0.53, -0.31, 0.32, 0.29, 0.28, 0.48, 0.19, 0.33, 0.30, 0.40, 0.50, -0.18, -0.16, -0.19, -0.15, 0.03, -0.84]
}